Formula: C25H34N3O6SiTi
Source: OMol25
Level of theory: ωB97M-V/def2-TZVPD

As for the largest force on an atom: 4.290 eV/Å. The charge is -1. The calculation puts the HOMO energy at -0.090 hartree. The value obtained for the relative energy (zero: lowest compared OMol25 entry of this formula, charge and spin) is 30.15 kcal/mol. As for the orbital gap: 5.164 eV. The molar mass comes out at 548.52 g/mol.

Geometry (Å):
Ti -0.903799 0.932489 -1.055013
O -4.852366 1.510969 -0.660083
C -4.501603 2.423348 -1.663033
C -3.310390 3.315998 -1.294544
N -1.956707 2.855694 -1.690282
C -1.745536 3.035774 -3.130682
C -0.548670 2.184761 -3.599259
O 0.048533 2.496477 -4.608150
O -0.312605 1.170124 -2.834390
C -0.962949 3.647855 -0.944665
C -0.905734 3.128537 0.512380
O -0.721692 3.894591 1.433091
O -1.099732 1.850913 0.579236
H -4.142150 0.824046 -0.655814
H -5.374955 3.066596 -1.793894
H -4.317124 1.907115 -2.614937
H -3.333709 3.434326 -0.210408
H -3.467985 4.306570 -1.744960
H -1.584232 4.085753 -3.392948
H -2.615421 2.680294 -3.683289
H -1.187610 4.719615 -0.956727
H 0.021171 3.499509 -1.402211
C -2.372111 -3.225310 1.183564
N -2.961509 -2.204732 0.347283
C -4.414061 -2.066937 0.465418
C -2.185268 -1.358641 -0.331862
N -2.335383 -0.315984 -1.025676
H -2.657885 -4.228161 0.842502
H -2.706774 -3.105081 2.220420
H -1.291528 -3.126410 1.153436
H -4.915999 -2.963566 0.086180
H -4.742977 -1.205099 -0.110729
H -4.703091 -1.922330 1.511927
C 2.388688 -1.966621 -2.125379
C 2.232647 -2.385574 -0.655579
C 1.177868 -3.494815 -0.574251
C 3.579802 -2.906503 -0.145053
Si 1.582759 -0.845348 0.287419
O 0.340080 -0.290084 -0.549491
C 1.099232 -1.251564 2.073677
C -0.082966 -0.704911 2.583434
C -0.488203 -0.956347 3.885339
C 0.275458 -1.771147 4.710935
C 1.451391 -2.323774 4.225321
C 1.856718 -2.059907 2.924254
C 2.879548 0.535673 0.278200
C 2.935439 1.365446 -0.847567
C 3.827747 2.425495 -0.914997
C 4.679116 2.685587 0.151086
C 4.626996 1.883372 1.282455
C 3.736234 0.821182 1.340560
H 2.619845 -2.839638 -2.745790
H 3.197648 -1.239778 -2.243612
H 1.467433 -1.512406 -2.495278
H 1.483428 -4.359047 -1.176462
H 0.218924 -3.127109 -0.949649
H 1.034419 -3.831643 0.456717
H 3.966847 -3.682707 -0.815136
H 3.485237 -3.346912 0.850404
H 4.319492 -2.101805 -0.093196
H -0.686909 -0.071280 1.947753
H -1.404005 -0.513592 4.258718
H -0.039673 -1.972442 5.727849
H 2.051037 -2.966188 4.860048
H 2.784498 -2.495035 2.568374
H 2.266999 1.175062 -1.682221
H 3.860878 3.053066 -1.797916
H 5.373499 3.515711 0.105033
H 5.275583 2.095121 2.124561
H 3.688118 0.211360 2.237558

Force components x, y, z for each atom (eV/Å):
Ti -2.957 -3.070 -0.487
O 0.538 -0.707 0.124
C 0.256 0.106 -0.183
C -0.164 0.004 -0.021
N -0.169 0.555 -0.257
C 0.234 -0.268 0.009
C -0.307 0.730 -0.350
O 0.027 -0.174 0.043
O 0.667 0.224 -1.110
C -0.047 0.075 0.287
C -0.099 0.835 -0.014
O 0.025 -0.088 0.007
O 0.177 0.954 1.466
H -0.179 0.332 0.038
H 0.070 0.052 -0.082
H -0.010 0.049 0.019
H 0.062 0.011 0.012
H 0.069 0.054 0.062
H 0.011 0.006 -0.018
H -0.053 -0.032 0.051
H 0.004 0.003 0.025
H 0.022 0.065 0.003
C -0.073 -0.067 -0.098
N -1.102 0.826 -0.238
C 0.147 -0.056 0.053
C 1.694 -1.455 0.591
N 0.219 1.233 -0.142
H -0.011 -0.009 0.035
H 0.003 -0.017 0.002
H 0.018 0.028 -0.067
H -0.053 0.031 0.036
H 0.000 -0.034 -0.037
H -0.060 -0.007 -0.018
C -0.055 0.136 0.140
C 0.054 0.065 0.092
C -0.022 0.159 0.020
C -0.094 0.154 0.087
Si 0.559 -0.591 0.169
O 0.432 0.166 0.047
C 0.039 0.079 -0.145
C 0.047 0.024 -0.089
C -0.025 -0.020 0.098
C 0.001 0.013 -0.048
C 0.003 -0.057 0.070
C 0.081 0.016 -0.101
C -0.121 -0.076 0.010
C 0.029 -0.045 0.012
C 0.061 0.056 -0.018
C -0.030 -0.036 0.023
C 0.081 0.062 0.006
C -0.056 -0.124 0.018
H 0.035 -0.017 0.007
H -0.008 -0.018 -0.046
H 0.030 -0.025 -0.078
H 0.026 -0.003 -0.005
H -0.037 -0.063 0.054
H -0.019 -0.024 -0.016
H 0.002 -0.009 -0.004
H 0.059 -0.036 -0.054
H 0.047 -0.055 -0.012
H -0.050 0.009 0.013
H -0.002 0.003 -0.019
H -0.016 0.002 -0.003
H 0.014 0.020 -0.004
H -0.032 0.007 0.052
H 0.017 0.024 -0.016
H -0.025 -0.012 -0.005
H -0.007 0.007 -0.003
H -0.004 -0.012 -0.002
H 0.030 0.029 0.007